76
Properties=species:S:1:pos:R:3:forces:R:3 method="wB97M-V/def2-TZVPD" orbital_gap_ev=9.8 total_charge=+1 multiplicity=1 lumo_energy_ev=-1.759
Pb 2.332 0.180 1.490 0.170 0.082 -0.236
K -1.177 -0.032 -1.802 -0.059 -0.045 -0.275
B 2.796 1.054 -0.926 0.200 0.584 -0.401
H 3.325 0.180 -0.579 1.666 -3.654 1.516
H 3.454 1.877 -0.694 2.610 3.196 0.842
H 2.682 0.957 -1.994 -0.807 -0.449 -3.832
H 1.890 1.286 -0.388 -3.954 0.780 1.655
B 0.295 -1.065 0.468 -0.083 -0.224 -0.136
H 1.081 -1.142 -0.268 2.798 0.024 -2.882
H -0.118 -0.086 0.658 -1.291 4.301 0.246
H -0.567 -1.644 0.176 -2.976 -2.623 -0.856
H 0.647 -1.349 1.447 1.133 -1.873 3.817
C -6.268 2.417 -3.710 0.788 0.734 0.850
O -5.399 2.330 -2.513 -3.188 -0.320 -0.810
C -4.083 2.661 -2.740 1.098 -0.568 1.202
C -3.433 2.822 -1.312 -0.502 -0.852 -1.334
O -3.159 1.564 -0.689 0.354 0.006 -1.410
C -3.394 1.578 0.695 -0.180 -0.337 -0.495
H -5.802 1.972 -4.589 0.243 -0.002 0.045
H -6.480 3.473 -3.879 0.340 0.163 -0.289
H -7.266 1.991 -3.609 0.392 -0.512 0.809
H -3.960 3.594 -3.289 0.070 0.143 -0.150
H -3.693 1.802 -3.286 0.975 0.190 -0.314
H -4.236 3.308 -0.758 0.396 0.509 0.268
H -2.465 3.321 -1.350 -0.301 0.716 -0.044
H -4.478 1.661 0.783 -0.035 -0.151 0.809
H -2.891 2.414 1.182 0.054 0.026 0.163
H -2.980 0.621 1.013 -0.332 0.120 0.618
C 5.777 1.233 2.715 -1.557 -0.556 -1.302
O 4.966 0.165 2.088 2.002 -0.548 0.085
C 5.761 -0.884 1.487 -1.984 -0.020 -1.053
C 4.870 -1.594 0.442 0.293 -0.783 0.734
O 3.590 -2.016 1.054 1.584 1.987 -0.762
C 3.255 -3.283 0.590 -0.740 -0.970 -0.056
H 6.849 1.043 2.768 -0.219 -0.523 0.327
H 5.255 1.362 3.663 0.648 0.595 0.058
H 5.646 2.040 1.993 0.051 0.562 0.598
H 6.058 -1.641 2.212 0.117 0.246 0.296
H 6.619 -0.509 0.927 0.146 0.256 0.241
H 5.440 -2.473 0.141 -0.084 -0.441 0.296
H 4.704 -1.111 -0.521 -0.233 0.632 0.457
H 3.295 -3.381 -0.495 0.534 0.084 -0.125
H 2.208 -3.504 0.797 0.055 0.093 0.527
H 3.937 -3.946 1.123 -0.240 -0.664 -0.411
C 1.461 -2.335 3.901 0.392 -2.658 0.460
O 2.439 -1.364 3.715 0.444 1.824 0.580
C 2.789 -0.464 4.798 -0.244 -0.422 0.038
C 1.795 0.650 5.087 -0.680 -0.528 1.615
O 1.331 1.357 3.988 -0.052 0.936 -1.285
C 0.520 2.513 4.244 -0.260 -0.024 1.064
H 0.398 -2.143 4.053 0.129 1.008 -0.340
H 1.731 -3.045 4.683 0.219 0.415 0.941
H 1.612 -3.052 3.094 -0.528 0.496 -0.672
H 3.812 -0.111 4.669 -0.142 0.175 -0.948
H 2.913 -1.003 5.738 -0.442 -0.410 0.124
H 2.188 1.252 5.906 0.816 0.725 -0.335
H 0.966 0.244 5.667 -0.694 -0.585 -0.428
H 1.024 3.244 4.876 0.461 -0.011 -0.082
H -0.384 2.271 4.803 -0.107 -0.518 0.087
H 0.154 3.039 3.363 0.606 -0.550 -0.444
C -1.820 0.205 -5.874 0.767 -0.582 -1.215
O -2.474 -0.192 -4.735 -1.267 -0.493 1.568
C -3.510 -1.161 -4.958 0.678 0.621 0.919
C -3.981 -1.569 -3.584 -0.703 -0.459 1.152
O -2.933 -2.223 -2.854 0.824 -0.146 -0.673
C -3.221 -2.571 -1.518 -1.660 0.513 0.179
H -1.817 1.290 -5.981 0.272 -0.033 0.062
H -2.276 -0.241 -6.758 -0.181 0.231 -0.249
H -0.839 -0.267 -5.816 0.527 0.635 -0.353
H -3.135 -2.032 -5.495 0.188 -0.065 -0.052
H -4.269 -0.668 -5.566 -0.450 -0.254 0.153
H -4.882 -2.182 -3.615 0.088 -0.689 -0.468
H -4.371 -0.760 -2.966 0.389 0.848 -0.132
H -4.099 -3.212 -1.432 0.021 -0.563 -0.321
H -3.592 -1.687 -1.001 0.325 0.480 0.415
H -2.411 -3.028 -0.950 0.316 0.174 -0.644

=====

78
Properties=species:S:1:pos:R:3:forces:R:3 method="wB97M-V/def2-TZVPD" de_lowest_kj_mol=0.0 orbital_gap_ev=8.2 total_charge=0 multiplicity=1 lumo_energy_ev=-0.988
K -9.654 -5.854 4.011 0.500 -0.021 -0.498
B -7.254 -4.711 1.658 -0.490 -0.293 0.311
F -6.460 -3.650 2.163 -0.130 -0.280 -0.175
F -8.606 -4.304 1.583 0.159 0.015 0.104
F -6.802 -5.166 0.439 0.118 0.056 0.190
F -7.238 -5.777 2.630 0.092 0.156 -0.062
C -9.379 -1.431 2.324 -0.299 0.213 0.255
C -8.207 -0.565 1.931 0.136 -0.069 -0.332
O -7.299 -1.238 1.056 -0.123 0.150 0.169
H -10.060 -0.844 2.950 0.101 -0.110 0.092
H -9.010 -2.285 2.885 -0.126 -0.110 0.145
H -9.961 -1.790 1.476 0.185 -0.001 -0.158
H -7.688 -0.219 2.834 0.036 -0.026 -0.073
H -8.546 0.317 1.384 0.070 -0.009 0.012
H -7.095 -2.126 1.389 0.000 0.277 0.092
C -6.641 -1.542 6.478 0.082 0.070 -0.160
C -6.149 -2.290 5.259 0.115 0.363 -0.320
O -7.125 -3.247 4.859 -0.075 -0.247 -0.049
H -7.566 -1.009 6.253 -0.077 -0.112 -0.021
H -5.905 -0.784 6.756 0.016 -0.137 0.141
H -6.816 -2.221 7.312 0.036 0.045 0.056
H -5.177 -2.766 5.445 -0.149 -0.118 0.144
H -5.970 -1.569 4.446 -0.116 -0.129 0.054
H -6.875 -3.569 3.979 0.051 0.161 0.140
C -5.347 -2.262 -1.826 0.330 -0.491 -0.299
C -5.144 -0.798 -1.543 0.038 0.066 0.865
O -6.364 -0.113 -1.332 -0.046 0.086 -0.113
H -6.091 -2.383 -2.615 -0.016 -0.109 0.009
H -5.648 -2.828 -0.943 -0.240 0.118 0.022
H -4.405 -2.718 -2.157 -0.125 0.069 -0.064
H -4.610 -0.315 -2.357 -0.081 0.139 -0.127
H -4.532 -0.705 -0.632 0.161 0.080 -0.221
H -6.722 -0.448 -0.492 -0.034 0.007 -0.153
C -9.344 -2.633 -1.501 0.390 -0.012 0.902
C -8.948 -4.074 -1.782 -0.561 0.791 -0.358
O -9.806 -4.575 -2.825 0.577 -0.373 0.080
H -9.013 -1.976 -2.305 -0.171 0.066 -0.085
H -8.867 -2.276 -0.579 0.113 -0.032 -0.241
H -10.416 -2.546 -1.331 -0.092 -0.044 -0.266
H -9.085 -4.707 -0.913 -0.094 -0.105 0.029
H -7.888 -4.089 -2.054 -0.070 -0.314 -0.088
H -9.488 -4.199 -3.652 -0.110 -0.020 -0.019
C -9.791 -7.379 0.800 -0.158 -0.002 0.161
C -9.809 -8.730 1.458 0.188 -0.194 0.582
O -9.764 -8.536 2.916 -0.239 0.074 -0.489
H -10.602 -6.747 1.179 0.018 -0.031 0.010
H -9.947 -7.472 -0.273 0.165 -0.002 -0.050
H -8.833 -6.897 0.992 -0.041 0.085 -0.150
H -8.929 -9.312 1.175 -0.036 0.073 -0.102
H -10.697 -9.319 1.211 -0.039 0.169 -0.004
H -9.971 -9.391 3.303 0.098 0.060 0.128
C -5.962 -10.244 1.357 0.400 -0.043 -0.501
C -6.083 -8.829 1.863 0.192 0.196 0.242
O -6.154 -7.963 0.740 -0.203 -0.197 -0.170
H -5.039 -10.341 0.776 -0.057 0.010 0.056
H -6.776 -10.488 0.669 -0.104 -0.047 0.187
H -5.908 -10.973 2.163 -0.160 0.031 0.083
H -5.193 -8.564 2.449 -0.127 -0.113 0.117
H -6.965 -8.727 2.511 0.038 0.117 -0.093
H -6.306 -7.050 1.013 0.050 -0.057 0.005
C -4.933 -6.374 5.106 -0.876 -0.250 0.343
C -3.536 -5.863 4.877 0.052 0.398 0.386
O -2.551 -6.893 4.945 -0.125 0.221 -0.222
H -5.194 -7.157 4.393 0.055 0.088 -0.092
H -5.683 -5.577 5.030 0.227 0.047 -0.255
H -5.106 -6.795 6.105 0.431 -0.016 -0.020
H -3.305 -5.067 5.600 0.013 -0.119 -0.010
H -3.489 -5.377 3.901 0.211 -0.296 -0.129
H -2.289 -6.995 5.863 -0.022 -0.048 0.010
C -6.584 -6.782 -3.074 -0.443 0.428 -0.249
C -7.611 -7.533 -2.236 0.498 0.061 0.463
O -7.175 -8.844 -1.867 -0.204 0.070 -0.209
H -7.035 -5.845 -3.432 0.036 -0.154 0.078
H -6.295 -7.344 -3.963 0.089 -0.135 0.120
H -5.705 -6.494 -2.499 0.070 -0.238 0.047
H -8.557 -7.623 -2.769 0.019 -0.120 -0.080
H -7.796 -6.956 -1.320 -0.100 0.013 -0.166
H -6.645 -8.750 -1.064 0.002 0.158 0.045

=====

- Look up the multiplicity of the second one.
  1

=====

- Which value of multiplicity does entry 2 give?
  1

=====

- Look up the multiplicity of the first one.
  1